Formula: C34H95N7O13
Source: the OMol25 dataset
Level of theory: ωB97M-V with the def2-TZVPD basis set

Each line ends with the Löwdin charge.
Cartesian coordinates (Å):
C1 0.2125 -2.3199 -2.6699  -0.15
O1 0.4053 -3.1142 -1.6065  -0.22
C2 1.3655 -4.1089 -1.9030  -0.18
C3 1.3147 -5.3504 -0.8983  -0.38
C4 1.2547 -5.0230 0.5820  -0.06
N1 2.6150 -6.1082 -1.1328  0.01
H1 -0.3276 -2.9013 -3.4679  0.11
H2 1.1625 -1.9437 -3.0277  0.07
H3 -0.3938 -1.4585 -2.3513  0.09
H4 1.1590 -4.5196 -2.9426  0.14
H5 2.4137 -3.7727 -1.8166  0.11
H6 0.4808 -6.0076 -1.2589  0.14
H7 2.2782 -4.7916 0.9099  0.07
H8 0.9528 -5.8483 1.2403  0.08
H9 0.5667 -4.1556 0.7820  0.08
H10 2.7259 -6.3255 -2.1056  0.05
H11 3.4517 -5.6437 -0.7382  0.07
C5 5.3078 1.9164 -2.1766  -0.12
O2 5.0975 2.3855 -0.8866  -0.17
C6 3.7287 2.3360 -0.4805  -0.19
C7 2.9366 3.5448 -0.8929  -0.43
C8 3.6605 4.8424 -0.7857  -0.06
N2 1.9154 3.6336 0.1553  0.04
H12 6.3593 1.9610 -2.3622  0.09
H13 4.8539 2.4700 -2.9854  0.07
H14 4.9097 0.8870 -2.2651  0.07
H15 3.2807 1.4171 -0.8099  0.09
H16 3.7460 2.2775 0.6265  0.13
H17 2.5507 3.4143 -1.9107  0.10
H18 4.5015 4.8469 -1.5439  0.10
H19 4.1439 5.0886 0.1875  0.10
H20 3.0314 5.7167 -0.9756  0.07
H21 1.3739 4.4565 0.1397  0.03
H22 1.2160 2.8780 0.3128  0.06
C9 -4.3397 -2.7919 -3.5331  -0.08
O3 -4.7541 -1.4377 -3.1451  -0.18
C10 -3.6395 -0.5466 -3.3722  -0.22
C11 -4.0879 0.9162 -3.3706  -0.45
C12 -4.7248 1.3383 -4.6366  -0.08
N3 -2.9195 1.7968 -3.0764  0.05
H23 -3.3648 -2.7996 -4.0209  0.07
H24 -5.1875 -3.2088 -4.1485  0.10
H25 -4.1964 -3.4182 -2.6403  0.06
H26 -2.9361 -0.6088 -2.5366  0.10
H27 -3.1325 -0.6408 -4.3159  0.11
H28 -4.8106 1.0433 -2.5303  0.15
H29 -4.9671 2.3689 -4.7312  0.06
H30 -5.6665 0.8164 -4.9269  0.09
H31 -4.0262 1.0892 -5.4413  0.08
H32 -2.0385 1.5215 -3.5926  0.09
H33 -2.7466 1.9662 -2.0815  0.04
C13 -2.7211 -6.5740 3.2100  -0.13
O4 -2.3551 -5.4858 2.3866  -0.19
C14 -3.3643 -4.4643 2.5363  -0.19
C15 -2.9684 -3.2009 1.7425  -0.41
C16 -4.0308 -2.1541 2.0907  -0.04
N4 -2.8660 -3.3408 0.3067  0.08
H34 -2.7074 -6.1734 4.2493  0.09
H35 -2.0195 -7.3903 3.0811  0.08
H36 -3.7274 -7.0234 3.0981  0.09
H37 -4.3213 -4.8878 2.2192  0.13
H38 -3.3566 -4.1295 3.5525  0.10
H39 -2.0429 -2.8784 2.1975  0.12
H40 -3.7143 -1.1867 1.6393  0.08
H41 -4.1456 -2.0191 3.1677  0.08
H42 -4.9771 -2.4259 1.7041  0.07
H43 -3.7222 -3.2941 -0.1543  0.06
H44 -2.2579 -4.0243 -0.0855  0.08
C17 2.8429 -0.2984 -4.8080  -0.11
O5 1.7899 0.6210 -5.0042  -0.20
C18 2.0320 1.8291 -4.3440  -0.25
C19 1.0832 2.9176 -4.7608  -0.45
C20 1.2643 3.2792 -6.1769  -0.07
N5 1.2491 4.0695 -3.8718  0.07
H45 3.7051 0.0717 -5.4247  0.10
H46 2.5135 -1.2042 -5.3503  0.09
H47 2.9825 -0.4757 -3.6828  0.09
H48 1.9337 1.6252 -3.2602  0.12
H49 3.0946 2.1566 -4.4510  0.13
H50 0.1019 2.4307 -4.6532  0.14
H51 0.3990 3.8336 -6.6622  0.11
H52 1.3103 2.3390 -6.7199  0.07
H53 2.2131 3.7161 -6.4220  0.08
H54 0.5233 4.0947 -3.1917  0.03
H55 1.2711 4.9619 -4.3440  0.08
C21 -3.6479 2.4750 0.4083  -0.04
O6 -2.4701 3.2321 0.0195  -0.25
C22 -2.6183 4.6167 0.0669  -0.25
C23 -1.2931 5.2510 -0.1064  -0.44
C24 -1.4073 6.7436 -0.3491  -0.05
N6 -0.6807 4.5755 -1.2863  0.07
H56 -3.3570 1.4124 0.3616  0.08
H57 -4.4826 2.6617 -0.2457  0.08
H58 -3.8765 2.8338 1.4060  0.09
H59 -3.3088 4.9480 -0.7627  0.16
H60 -3.0267 4.9403 1.0345  0.13
H61 -0.7820 5.1531 0.9539  0.16
H62 -2.1105 7.1457 0.3381  0.07
H63 -1.7312 6.8987 -1.3676  0.09
H64 -0.4606 7.1655 -0.1684  0.06
H65 0.2180 5.0037 -1.3359  0.04
H66 -0.4314 3.6270 -0.9943  0.05
C25 2.1918 -1.8597 7.9199  -0.11
O7 0.9919 -2.4881 7.4677  -0.21
C26 0.1459 -1.5474 6.8253  -0.23
C27 -1.1387 -2.2655 6.5326  -0.43
C28 -0.9713 -3.3873 5.4242  -0.03
N7 -2.2317 -1.4190 6.1178  0.04
H67 2.9291 -2.6816 8.0874  0.09
H68 2.0371 -1.3748 8.9129  0.09
H69 2.6393 -1.2258 7.1363  0.09
H70 0.0124 -0.7291 7.4996  0.12
H71 0.6105 -1.2778 5.8732  0.13
H72 -1.3842 -2.6728 7.5028  0.13
H73 -0.7210 -2.8903 4.4619  0.08
H74 -1.8147 -4.0500 5.4540  0.05
H75 -0.0678 -3.9717 5.6837  0.08
H76 -2.3469 -0.6302 6.7278  0.06
H77 -2.2655 -1.1811 5.1307  0.07
O8 2.4287 2.8240 3.2191  -0.09
C29 1.3789 3.2602 4.1063  -0.22
C30 -0.0276 2.9199 3.5547  -0.25
O9 -0.1211 1.5263 3.3571  -0.08
H78 2.4389 3.3335 2.3802  0.05
H79 1.5156 2.6602 5.0049  0.11
H80 1.3513 4.3564 4.3505  0.12
H81 -0.1359 3.4149 2.5871  0.09
H82 -0.9007 3.2009 4.1579  0.12
H83 0.0734 1.3946 2.4304  0.02
O10 2.9542 -1.1868 -1.3051  -0.11
C31 4.1988 -1.5958 -0.7249  -0.21
C32 4.2519 -1.4539 0.7907  -0.22
O11 5.5210 -1.9099 1.2814  -0.07
H84 2.2259 -1.7052 -0.9137  0.06
H85 4.4196 -2.6390 -0.9176  0.11
H86 4.8193 -0.8968 -1.2647  0.10
H87 3.5530 -2.1102 1.2942  0.11
H88 4.0767 -0.4272 1.1807  0.13
H89 6.2234 -1.3501 0.9518  0.08
O12 -1.8826 -0.6462 -0.1609  -0.12
C33 -0.5791 -0.7388 0.4002  -0.21
C34 0.2363 0.4809 -0.1640  -0.17
O13 -0.1938 1.6624 0.5384  -0.13
H90 -2.2729 -1.5576 -0.1227  0.04
H91 -0.6842 -0.5605 1.4915  0.12
H92 -0.0037 -1.6666 0.1880  0.10
H93 0.0676 0.7072 -1.2574  0.13
H94 1.3007 0.4105 -0.0994  0.08
H95 -1.1069 1.8625 0.2790  0.06

Summary:
ΔE to the lowest compared entry with this formula, charge and spin: 2.5988 eV
Frontier orbital gap: 9.37 eV
LUMO level: 0.60 eV